# 1
Here is C6H8 in the gas phase from the OMol25 dataset. Energies are from ωB97M-V/def2-TZVPD.

Atoms and positions in Å:
C 0.75103 -0.71614 1.29950
C 0.23975 -0.55668 -0.13879
C -1.28296 -0.31811 -0.22430
C -1.56726 1.07930 -0.69621
C -0.24426 1.57581 -1.05539
C 0.74794 0.70223 -0.76760
H 1.84522 -0.75335 1.33780
H 0.36491 -1.63861 1.74491
H 0.56683 -1.42799 -0.72467
H -1.81622 -0.53662 0.71007
H -1.75826 -0.96950 -0.97539
H 0.41698 0.12643 1.91586
H -0.07554 2.55906 -1.48917
H 1.81184 0.87417 -0.93660

Values from the calculation:
- Energy above the lowest of the compared OMol25 structures with the same formula, charge and spin: 261.7 kJ/mol
- Lowest unoccupied orbital energy: -0.32 eV
- Gap between HOMO and LUMO: 7.768 eV
- DFT total energy: -233.28732 Ha

Atom charges from the natural (NBO) analysis, given in e for atoms 1 to 5: -0.59 -0.31 -0.57 0.07 -0.39

# 2
Here is 4 unconnected molecules or ions with the total composition C6H8 in a non-equilibrium geometry from the OMol25 dataset. Energies are from ωB97M-V/def2-TZVPD.

Atoms and positions in Å:
C -2.99694 0.00111 0.11241
C -1.56443 -0.08071 -0.23965
C -0.37065 -0.12210 -0.34483
C 1.05931 -0.10632 -0.63393
C 1.90391 0.80257 0.10980
C 2.05351 -0.68836 0.24694
H -3.70763 1.30305 -0.71735
H -3.41130 -1.50168 -0.26825
H -3.00034 0.30459 1.72514
H 1.19070 -0.27476 -1.72341
H 2.60395 1.41202 -0.32193
H 1.34267 1.17028 0.95959
H 1.85904 -1.20063 1.20761
H 3.03820 -1.01906 -0.11213

Values from the calculation:
- Energy above the lowest of the compared OMol25 structures with the same formula, charge and spin: 846.9 kJ/mol
- Lowest unoccupied orbital energy: -0.27 eV
- Gap between HOMO and LUMO: 8.827 eV
- DFT total energy: -233.06444 Ha

Atom charges from the natural (NBO) analysis, given in e for atoms 1 to 5: -0.66 -0.13 0.02 -0.31 -0.39

# 3
Here is C6H8 in the gas phase in a non-equilibrium geometry from the OMol25 dataset. Energies are from ωB97M-V/def2-TZVPD.

Atoms and positions in Å:
C 2.55514 0.67047 -0.45120
C 1.64402 0.04821 0.03774
C 0.55972 -0.72527 0.58453
C -0.60457 -1.27512 -0.35046
C -0.83783 -0.16639 0.58589
C -1.08675 1.15737 -0.10270
H 3.36486 1.17897 -0.92721
H 0.73938 -1.77421 0.73008
H -0.44284 -1.13594 -1.40487
H -1.02054 -2.24070 -0.04392
H -1.47019 -0.35586 1.44754
H -0.42005 1.28852 -0.96207
H -0.96425 2.01208 0.56381
H -2.11725 1.14316 -0.47646

Values from the calculation:
- SMILES: C#C[C@@H]1C[C@@H]1C
- Energy above the lowest of the compared OMol25 structures with the same formula, charge and spin: 279.0 kJ/mol
- Lowest unoccupied orbital energy: 1.12 eV
- Gap between HOMO and LUMO: 9.829 eV
- DFT total energy: -233.28076 Ha

Atom charges from the natural (NBO) analysis, given in e for atoms 1 to 5: -0.27 0.00 -0.38 -0.36 -0.20

# 4
Here is a molecular structure, C6H8 from the OMol25 dataset. Energies are from ωB97M-V/def2-TZVPD.

Atoms and positions in Å:
C 1.39222 0.00214 0.31695
C 0.47658 -0.28693 -0.92243
C -0.73612 -1.02160 -0.38511
C -1.45711 -0.58646 0.66312
C 0.50624 1.22691 0.46229
C 0.03571 1.14487 -0.78986
H 2.39927 0.32438 0.03203
H 1.45435 -0.77590 1.08664
H 0.92821 -0.72189 -1.82428
H -0.99563 -1.97841 -0.82614
H -1.58117 0.44657 0.96645
H -1.99217 -1.29083 1.28294
H 0.28727 1.85958 1.31645
H -0.71764 1.65758 -1.37903

Values from the calculation:
- Energy above the lowest of the compared OMol25 structures with the same formula, charge and spin: 238.4 kJ/mol
- Lowest unoccupied orbital energy: 1.25 eV
- Gap between HOMO and LUMO: 10.243 eV
- DFT total energy: -233.29620 Ha

Atom charges from the natural (NBO) analysis, given in e for atoms 1 to 5: -0.40 -0.29 -0.16 -0.42 -0.19

# 5
Here is C6H8 in the gas phase in a non-equilibrium geometry from the OMol25 dataset. Energies are from ωB97M-V/def2-TZVPD.

Atoms and positions in Å:
C -1.81403 1.54169 1.90897
C -0.78786 1.18135 1.39481
C 0.44018 0.71364 0.74385
C 0.23445 -0.65517 0.05919
C 1.20249 -1.02637 -1.02181
C -0.20585 -0.73803 -1.38155
H -2.72214 1.86406 2.36793
H 0.72286 1.42796 -0.04512
H 1.27227 0.74240 1.47046
H -0.48304 -1.34212 0.42343
H 1.58767 -2.03080 -1.10714
H 1.88119 -0.23725 -1.32960
H -0.52050 0.17721 -1.84450
H -0.80770 -1.61857 -1.63892

Values from the calculation:
- SMILES: C#CCC1CC1
- Energy above the lowest of the compared OMol25 structures with the same formula, charge and spin: 228.6 kJ/mol
- Lowest unoccupied orbital energy: 1.16 eV
- Gap between HOMO and LUMO: 10.922 eV
- DFT total energy: -233.29995 Ha

Atom charges from the natural (NBO) analysis, given in e for atoms 1 to 5: -0.25 0.00 -0.48 -0.24 -0.42

# 6
Here is C6H8 in the gas phase in a non-equilibrium geometry from the OMol25 dataset. Energies are from ωB97M-V/def2-TZVPD.

Atoms and positions in Å:
C 0.69841 -1.15621 -1.07041
C -0.23962 -0.36407 -1.75155
C -1.44517 0.14706 0.34391
C -0.22436 -0.27691 -0.04347
C 0.76020 0.67343 0.62392
C 1.13628 0.47859 1.88266
H 0.59217 -2.23373 -0.94117
H -1.25314 -0.70856 -2.00670
H 0.10819 0.43391 -2.40403
H -2.32026 -0.37665 -0.04656
H -1.57835 1.15063 0.71519
H 1.15890 1.44505 -0.02533
H 0.54323 -0.15260 2.52924
H 2.06351 0.94005 2.19429

Values from the calculation:
- Energy above the lowest of the compared OMol25 structures with the same formula, charge and spin: 623.7 kJ/mol
- Lowest unoccupied orbital energy: -0.68 eV
- Gap between HOMO and LUMO: 6.311 eV
- DFT total energy: -233.14945 Ha

Atom charges from the natural (NBO) analysis, given in e for atoms 1 to 5: -0.51 -0.21 -0.19 -0.09 -0.17

Look up the lowest unoccupied orbital energy of the third one.
1.12 eV